#i
120
Properties=species:S:1:pos:R:3:mulliken_charge:R:1 method="wB97M-V/def2-TZVPD" e_lumo_ev=-0.7 charge=0 homo_energy_ev=-10.367 gap_ev=9.681
H -1.6920 -3.7576 -4.1350 0.342
H -2.9284 -3.5833 -4.9553 0.317
O -2.5692 -3.4496 -4.0119 -0.516
H 0.0396 2.3327 2.2541 0.275
H 1.4245 2.6455 2.2458 0.385
O 0.6645 2.7583 2.8822 -0.629
H 2.2186 2.1254 -4.5875 0.240
H 1.8488 3.6028 -4.1892 0.288
O 1.5094 2.6494 -4.2081 -0.647
H -0.8334 -2.7234 -3.8666 0.066
H -1.1425 -1.2606 -3.5115 0.192
O -0.5654 -2.0478 -3.3117 -0.286
H 0.0872 3.7094 -3.6149 0.334
H -1.1855 4.4850 -2.8895 0.283
O -0.6940 3.6522 -3.0428 -0.509
H -2.1234 0.0429 -0.1217 0.177
O -2.5050 0.8136 -0.6055 -0.906
H 5.5284 3.6980 -1.0697 0.254
O 4.6450 3.5169 -0.8001 -0.528
H -0.9447 1.0570 -1.3718 0.091
H 0.3854 1.0867 -2.2996 -0.082
O -0.4441 0.6019 -2.0290 0.755
H -2.0034 2.5778 2.1803 0.067
H -1.8679 1.5176 0.8604 0.140
O -1.7700 1.7215 1.8142 -0.017
H 1.2296 -3.6287 2.2574 0.190
H 2.0464 -2.9772 3.1595 0.197
O 1.9823 -3.0816 2.1996 -0.352
H 1.3281 3.1807 -1.8662 0.137
H 0.9119 3.8259 -0.5108 0.127
O 1.5068 3.2139 -0.9253 -0.402
H -0.7306 -2.8953 0.9071 0.147
O -1.3774 -3.1944 1.6168 -0.491
H -3.2837 -0.4605 -5.6092 0.267
H -3.2417 1.1682 -5.4880 0.392
O -3.3794 0.3593 -6.0401 -0.629
H 4.2320 -1.2059 3.9571 0.328
H 3.5254 0.0636 4.3664 0.270
O 3.2886 -0.8256 4.1081 -0.761
H -2.8008 -0.0301 4.7197 0.266
H -1.7121 0.1202 5.8561 0.296
O -2.4333 -0.4283 5.4657 -0.622
H -1.6977 -2.0389 -1.1113 0.240
H -3.1502 -2.6671 -1.4336 0.175
O -2.6195 -2.0558 -0.9961 -0.405
H 4.9012 -1.3281 2.1408 0.217
H 4.2092 -2.7596 1.8106 0.283
O 4.7603 -2.0474 1.5485 -0.532
H 3.8952 -4.7108 -1.0662 0.289
H 3.3015 -3.9618 0.1605 0.198
O 3.0488 -4.3370 -0.6962 -0.531
H -1.2663 2.5813 3.8446 0.196
O -1.4906 3.3889 4.3187 -0.717
H 2.4050 1.3924 0.3949 0.002
H 2.2860 -0.0399 1.1311 -0.056
O 1.8619 0.7920 0.8505 0.193
H -6.7402 -0.8372 -0.2940 0.278
O -6.2559 0.0189 -0.3696 -0.553
H -5.5618 -1.8850 1.9141 0.262
H -5.0854 -3.1483 2.7091 0.306
O -4.7213 -2.2206 2.3881 -0.550
H 1.8922 0.1000 6.4204 0.278
H 1.7593 -0.3211 4.8797 0.414
O 1.3307 0.0865 5.6369 -0.658
H -0.2804 5.3839 0.6039 0.354
H 0.2186 5.5099 1.9700 0.377
O -0.4149 5.9611 1.3964 -0.746
H 1.0460 -2.6910 -1.5702 0.095
H 0.7862 -1.6116 -0.3345 0.159
O 0.7398 -2.5895 -0.5999 -0.410
H -3.6981 3.8291 -0.5897 0.294
H -2.5555 4.0507 0.2548 0.247
O -2.8417 4.1764 -0.6503 -0.533
H 3.9525 -0.7284 -4.2098 0.387
H 2.7527 -0.1623 -4.7563 0.307
O 3.6616 -0.1570 -4.9411 -0.710
H -5.3145 2.5077 3.0719 0.292
H -5.4463 1.2891 2.2231 0.291
O -5.7296 2.2319 2.2795 -0.607
H -3.3061 2.6808 -4.0649 0.306
H -2.1938 3.0862 -4.7742 0.369
O -3.1297 3.1298 -4.8917 -0.709
H 4.3233 0.7456 2.5606 0.239
H 5.8070 1.4730 1.9566 0.286
O 4.9141 1.2119 2.0749 -0.573
H 0.3590 -5.4852 -2.6649 0.336
H 0.7471 -4.8315 -3.8172 0.300
O 0.1897 -5.5466 -3.5986 -0.642
H -2.3130 0.3985 -2.7432 0.140
O -2.7692 -0.1331 -3.3411 -0.326
H 4.8247 -0.2762 -0.0857 0.305
H 5.5195 -1.5548 -0.5455 0.300
O 5.1763 -0.7064 -0.8688 -0.586
H -1.0119 4.0699 3.8574 0.346
H -3.3542 0.4214 -0.8925 0.210
H -7.0068 0.3773 0.1549 0.305
H 4.1064 4.2651 -1.0809 0.262
H -1.2728 -2.5388 2.4556 0.328
H -3.4059 -0.7462 -2.9977 0.182
O -0.7239 -0.6116 3.4295 0.059
H -0.2100 -0.0328 4.0586 0.027
H -0.9056 -0.2111 2.5506 0.080
O 2.1709 -0.9695 -2.8236 -0.492
H 1.1774 -0.5952 -3.0556 0.182
H 2.4289 -0.5367 -1.9378 0.123
O -1.5199 -5.6023 2.6641 -0.737
H -2.3427 -5.4311 3.1708 0.308
H -1.5581 -4.6905 2.1462 0.441
O 4.5985 -2.8820 -2.9552 -0.664
H 3.6575 -2.8983 -3.1088 0.318
H 4.5959 -2.2337 -2.2412 0.364
O 3.5625 1.0493 -1.2514 -0.246
H 4.2559 1.6944 -1.0297 0.245
H 3.4916 0.8642 -2.2547 0.056
O -2.4326 4.3836 2.0194 -0.805
H -1.9248 5.2419 1.9610 0.365
H -2.4319 4.0498 2.9359 0.454
O -0.2996 -4.2321 5.1169 -0.647
H -0.9394 -4.8376 4.5570 0.324
H -0.9679 -3.5369 5.2362 0.300

***

#ii
120
Properties=species:S:1:pos:R:3:mulliken_charge:R:1 method="wB97M-V/def2-TZVPD" e_lumo_ev=-0.5 charge=0 homo_energy_ev=-10.444 gap_ev=9.915
H -0.9781 1.0676 -5.5355 0.228
H -1.0236 1.3479 -3.9974 0.285
O -0.5651 1.5557 -4.8171 -0.458
H 0.8763 -3.7199 2.0298 0.199
H 0.9559 -4.7987 3.1719 0.231
O 1.4580 -4.2229 2.5937 -0.528
H 1.6020 -2.4341 -1.1901 0.232
H 2.2843 -1.3924 -0.3617 0.250
O 2.4006 -2.3114 -0.6525 -0.488
H -0.1024 -0.2271 -0.5629 -0.114
H 0.1478 0.8233 -1.5743 -0.111
O -0.4466 0.0861 -1.4046 0.164
H 2.5143 1.7339 -1.7354 0.044
H 3.3989 0.7410 -0.9357 0.145
O 2.4924 0.9829 -1.1349 -0.155
H 2.7570 2.8119 2.1908 0.239
O 1.8521 3.0184 1.9246 -0.295
H 1.8523 -4.5359 -2.4375 0.119
O 1.6846 -5.4238 -2.7757 -0.662
H 0.0266 0.7694 1.6132 -0.061
H -0.9537 1.8368 1.2720 -0.023
O -0.1029 1.4899 0.9749 0.475
H 2.6417 -2.0983 1.0977 0.364
H 1.2341 -1.9938 1.7085 0.037
O 2.1015 -1.5839 1.7549 -0.260
H -3.9891 -0.3268 0.2423 0.281
H -4.7294 -1.1875 -0.6811 0.309
O -4.5915 -0.2404 -0.5361 -0.613
H 3.5224 -4.4062 -3.0050 0.443
H 4.0730 -4.6121 -1.5249 0.291
O 4.2962 -4.4423 -2.4434 -0.665
H -2.6197 5.8858 1.0160 0.262
O -2.0524 6.3793 0.4288 -0.680
H 1.0422 2.5545 -5.7221 0.274
H 1.6985 2.9308 -4.3258 0.299
O 1.7938 2.4500 -5.1465 -0.623
H -0.7126 -6.3415 1.4133 0.274
H -1.3362 -5.3211 2.3455 0.296
O -0.5045 -5.7765 2.1646 -0.648
H 2.5415 4.4335 4.1391 0.281
H 1.1964 3.5029 4.4592 0.311
O 1.7248 4.2821 4.6120 -0.629
H -1.6516 5.0059 -4.2014 0.271
H -1.5649 3.6179 -4.4151 0.220
O -1.4535 4.2227 -3.6608 -0.479
H -1.2974 -4.8558 0.4273 0.527
H -2.4882 -4.0525 -0.0954 0.219
O -2.2624 -4.7795 0.4845 -0.681
H -6.2473 2.5094 0.8794 0.272
H -5.3939 1.3394 0.6579 0.285
O -5.3378 2.3193 0.6064 -0.545
H 2.6120 -0.6161 5.9208 0.415
O 2.3473 0.2949 6.1732 -0.656
H -0.6253 3.4586 -1.4092 0.072
H -1.7881 2.4567 -1.6779 -0.184
O -1.3902 3.0240 -1.0285 0.266
H -0.2417 6.9153 -0.7987 0.376
O 0.2670 6.3623 -1.4101 -0.679
H 5.4346 2.0069 1.8424 0.255
H 5.3241 3.3669 2.4297 0.268
O 4.7938 2.7228 1.9458 -0.533
H 1.4033 0.5397 3.3541 0.165
H 0.3208 -0.3576 4.0618 0.237
O 0.4559 0.4321 3.5123 -0.282
H 0.4402 -5.2537 -1.3118 0.329
H 1.4107 -6.0448 -0.5249 0.301
O 0.6259 -5.5038 -0.3843 -0.616
H -3.6989 4.0220 -0.9582 0.186
H -4.4230 5.0892 -0.7165 0.313
O -3.5754 4.9644 -1.1883 -0.597
H 2.4169 -1.6791 3.5677 0.367
H 2.2551 -2.6927 4.5597 0.283
O 2.4608 -1.7435 4.5444 -0.604
H 4.3107 -1.9806 -3.5405 0.302
H 3.6864 -0.5573 -3.9839 0.348
O 3.7573 -1.4996 -4.1594 -0.639
H 4.4465 -4.5328 2.0831 0.303
H 3.2817 -4.6122 0.8739 0.281
O 4.1783 -4.7228 1.1870 -0.625
H 3.8603 5.0370 0.3686 0.261
H 2.9838 5.2508 -0.8221 0.296
O 3.5142 4.5636 -0.3968 -0.537
H -1.9540 -3.8426 -1.6965 0.155
H -2.5518 -2.5557 -2.0979 0.235
O -1.6862 -2.9334 -1.8827 -0.417
H -3.4025 1.4763 5.2393 0.303
H -2.2516 1.0291 4.4052 0.159
O -3.2047 1.2007 4.3380 -0.616
H 4.8054 2.3466 -3.9417 0.310
O 4.3118 1.5149 -3.9048 -0.622
H -4.0509 -1.7787 -5.1032 0.283
H -3.7265 -1.2999 -3.7089 0.292
O -3.5880 -2.0552 -4.3019 -0.618
H 1.5732 0.4118 5.6163 0.307
H 1.5778 2.3843 1.2493 0.163
H -0.3013 5.5855 -1.4430 0.265
H 1.1135 -5.2566 -3.5368 0.330
H -2.0578 5.9825 -0.4548 0.359
H 3.4324 1.9076 -3.8584 0.236
O -1.1542 2.3731 3.0659 -0.348
H -0.2247 2.1918 2.8911 0.105
H -1.3021 3.2841 3.3396 0.142
O 1.3327 -2.9164 -4.0303 -0.499
H 0.5525 -2.3830 -3.8389 0.234
H 2.0003 -2.3793 -4.4908 0.297
O -2.8768 0.6833 1.4540 -0.255
H -2.6234 0.9438 2.3610 0.065
H -3.1739 1.4603 0.9667 0.101
O -2.8833 0.5529 -2.4741 -0.547
H -2.6159 1.4175 -2.7786 0.029
H -2.9690 0.5134 -1.4943 0.390
O -1.7881 -1.3876 0.4859 0.359
H -1.8074 -1.4431 -0.4781 -0.054
H -1.6112 -0.4901 0.8026 -0.110
O -1.4278 -1.2705 4.2203 -0.595
H -2.0097 -1.2187 3.4480 0.278
H -1.2774 -2.2246 4.2377 0.241
O -5.1396 -3.3686 1.8508 -0.629
H -5.4096 -2.6784 2.4683 0.331
H -4.2392 -3.1018 1.6266 0.270

***

#iii
120
Properties=species:S:1:pos:R:3:mulliken_charge:R:1 method="wB97M-V/def2-TZVPD" e_lumo_ev=-1.0 charge=0 homo_energy_ev=-9.864 gap_ev=8.908
H 0.5467 5.1761 -1.8261 0.342
H 1.4675 5.7379 -2.8296 0.348
O 0.5320 5.9473 -2.4945 -0.690
H -2.1529 -2.4237 0.5889 -0.013
H -2.2624 -3.8819 0.9374 0.288
O -1.6969 -3.0848 1.1923 -0.270
H 1.9933 -2.0141 -3.2377 0.095
H 1.3394 -1.5448 -4.4241 0.369
O 1.8341 -2.2295 -4.1220 -0.710
H 0.0085 2.1461 -1.6767 0.118
H 1.2967 2.0706 -2.4719 0.351
O 0.3122 1.6443 -2.4503 -0.540
H 4.1179 -2.8251 -2.1232 0.273
H 4.9384 -1.7946 -1.4380 0.360
O 4.6549 -1.9792 -2.4174 -0.597
H 2.7872 0.4636 0.9794 -0.050
O 2.5204 1.4089 1.0691 -0.439
H 0.2815 -5.1421 -3.5196 0.275
O -0.0888 -5.4070 -2.6815 -0.511
H 0.6674 0.0541 -2.0217 -0.060
H 0.5938 -0.8889 -0.7879 -0.138
O 0.6921 -0.9034 -1.7513 1.333
H 1.1184 -0.0172 2.8745 -0.195
H -0.0366 -0.4170 2.0476 -0.437
O 0.9342 -0.7494 2.1895 1.149
H -3.6482 0.6988 -0.3507 0.296
H -3.2194 0.8826 1.1711 0.118
O -3.8493 0.7591 0.6047 -0.603
H 1.8717 -2.6900 -1.9458 -0.220
H 2.0317 -3.9564 -2.4583 0.387
O 1.6237 -3.5050 -1.8558 -0.629
H -0.0870 1.8279 0.9173 -0.321
O 0.4244 2.3274 1.4304 0.061
H 3.8487 2.6254 -3.2000 0.265
H 5.1498 2.7255 -2.7558 0.306
O 4.5346 3.0948 -3.2623 -0.575
H -4.0071 -2.0552 1.9142 0.211
H -4.2120 -3.2292 2.6682 0.369
O -4.5488 -2.7685 1.7569 -0.603
H 1.1198 -0.2000 5.0575 0.262
H -0.2604 -0.7299 5.3930 0.267
O 0.1718 0.0135 5.0158 -0.630
H 0.8872 3.7543 -0.1614 0.337
H 2.0506 3.1321 -0.0309 0.088
O 1.4325 3.5247 -0.8142 -0.551
H -5.4306 -2.2043 -1.4358 0.254
H -4.3886 -1.0805 -1.2224 0.285
O -4.7365 -1.7045 -1.8281 -0.627
H -4.6575 3.8134 -0.5932 0.268
H -3.3291 4.2464 -0.9064 0.257
O -4.1147 3.9164 -1.2636 -0.537
H 1.0611 -2.8682 4.6881 0.397
O 0.4104 -3.1060 5.3736 -0.604
H -1.8402 -0.3975 0.8134 -0.775
H -1.1626 0.4329 -0.4364 -0.743
O -1.0321 -0.0272 0.3915 2.961
H 4.9251 3.9173 2.7150 0.283
O 4.5157 3.7400 1.7971 -0.551
H 2.2189 2.5040 4.1167 0.199
H 2.9038 2.6615 5.0587 0.342
O 3.1992 2.4244 4.2168 -0.560
H -1.4614 -3.3774 3.1013 0.266
H -2.4331 -3.9738 4.2016 0.271
O -2.1113 -3.1586 3.7408 -0.586
H 1.9963 -5.9405 2.6168 0.246
H 1.2468 -6.5933 1.4129 0.289
O 1.3536 -5.7675 2.0414 -0.546
H -2.6703 2.3369 -1.2730 0.057
H -2.2085 2.6068 0.1591 -0.205
O -2.0767 2.1256 -0.5806 0.076
H 2.2699 -2.6696 0.6143 0.378
H 2.2575 -1.3101 0.7397 -0.428
O 2.7885 -1.9668 0.3504 -0.572
H -1.0424 -0.7835 -4.1861 0.452
H -1.0059 -0.8064 -5.7050 0.319
O -0.4389 -0.6478 -4.7990 -0.646
H 3.5351 0.4267 5.2191 0.317
H 3.1234 0.0170 3.8313 0.277
O 3.3529 -0.3576 4.7155 -0.618
H 5.1087 1.0235 -1.5700 0.133
H 5.9588 0.4445 -2.5777 0.400
O 5.8617 0.5848 -1.5974 -0.598
H -2.8747 -5.0331 -2.3346 0.275
H -3.7779 -3.3850 -2.2457 0.401
O -3.5034 -4.3330 -2.6095 -0.647
H -1.1127 6.3320 0.3642 0.273
H -1.9298 5.9117 1.3356 0.275
O -1.3036 5.3734 0.6978 -0.467
H 2.9375 0.0049 -2.0708 0.253
O 3.1156 0.9432 -1.9053 -0.509
H -2.3898 -0.7782 -2.8520 -0.054
H -3.2404 -1.6680 -3.5788 0.316
O -2.9705 -0.7566 -3.6099 -0.645
H 0.4957 -3.8795 5.7247 0.203
H 3.1865 1.9943 1.2931 0.279
H 5.3546 3.8913 1.3419 0.293
H 0.2621 -6.2522 -2.6995 0.246
H -0.0553 3.1159 1.8993 0.191
H 3.2313 1.1191 -0.8428 0.367
O -1.4530 1.0254 3.3261 -0.478
H -1.9255 0.1342 3.4178 0.156
H -0.7779 0.7966 3.9999 0.245
O -1.0568 1.9736 -5.7024 -0.696
H -0.7255 2.9237 -5.4021 0.302
H -0.8890 1.3195 -4.9821 0.403
O -2.1402 3.2212 2.4263 -0.663
H -1.2239 3.4197 2.2741 -0.322
H -2.0552 2.9138 3.4411 0.477
O -4.3857 1.6779 -5.0652 -0.596
H -4.2620 1.9723 -4.1284 0.294
H -4.4680 0.7229 -5.1414 0.301
O -1.3570 -2.2990 -1.9031 0.112
H -1.0153 -3.0037 -2.3150 -0.003
H -0.7789 -1.4586 -1.7069 -0.063
O 1.7905 -3.3399 3.2672 -0.782
H 2.1971 -2.5137 2.9734 0.277
H 1.3100 -3.5187 2.3957 0.315
O -4.1995 2.5559 3.7682 -0.675
H -3.5467 1.8282 3.6147 0.346
H -4.1224 2.9894 2.8949 0.381

***

#iv
120
Properties=species:S:1:pos:R:3:mulliken_charge:R:1 method="wB97M-V/def2-TZVPD" e_lumo_ev=-0.6 charge=0 homo_energy_ev=-10.071 gap_ev=9.435
H 0.2279 -2.0563 -3.1718 -0.042
H 1.4093 -1.0404 -3.1566 -0.118
O 0.8119 -1.5040 -2.6253 0.173
H 2.2011 4.0752 4.5395 0.319
H 1.2140 2.9554 4.7437 0.348
O 1.6429 3.7770 5.2871 -0.675
H -2.5724 3.0700 -2.9627 0.306
H -2.8391 2.4813 -1.2803 0.211
O -2.5195 2.2576 -2.2208 -0.690
H -5.8218 0.0543 -0.5139 0.278
H -4.7610 1.0788 0.0481 0.408
O -5.7709 0.8119 0.0062 -0.649
H 1.5726 -1.3434 6.1618 0.268
H 0.2115 -1.6596 6.1054 0.274
O 1.1502 -2.0354 6.3580 -0.572
H -2.4988 3.8056 0.5811 0.317
O -1.6974 4.0014 1.1385 -0.784
H 5.7744 0.2272 0.6720 0.270
O 4.8147 -0.2233 0.4917 -0.655
H -0.4898 1.8842 2.8829 0.286
H -1.5638 1.6384 2.0389 0.325
O -0.5896 1.2802 2.0944 -0.361
H 5.2008 -2.0084 -1.9775 0.427
H 5.8160 -3.1712 -1.2135 0.325
O 6.0220 -2.4255 -1.7820 -0.616
H 1.2256 1.3853 -4.1157 0.312
H 1.4118 2.9225 -4.3068 0.268
O 1.8380 2.0290 -4.4371 -0.644
H 1.0341 5.1733 3.1151 0.334
H 1.1358 4.9616 1.5533 0.385
O 1.7082 5.1827 2.3775 -0.644
H -1.0316 1.9138 -1.8366 0.364
O -0.3647 2.1385 -1.1912 -0.252
H -4.6155 -4.1942 1.9814 0.271
H -3.2165 -4.0073 1.5404 0.364
O -4.0736 -4.2984 1.2674 -0.622
H 0.4105 -5.7411 -3.0861 0.309
H 1.9945 -5.5720 -3.6156 0.301
O 1.0377 -5.5361 -3.7758 -0.604
H -3.8208 1.2145 1.6741 0.248
H -2.7548 0.8412 0.3877 0.203
O -3.1457 1.4295 0.9211 -0.689
H 3.4577 4.8131 0.4168 0.314
H 4.9265 4.4980 0.4682 0.288
O 4.3273 5.2053 0.5069 -0.622
H -1.5738 -2.0739 0.2426 0.138
H -0.6883 -3.1960 0.4968 0.226
O -1.4143 -2.7338 0.8328 -0.566
H -2.9459 4.6714 -1.7347 0.240
H -4.4256 4.8787 -1.2833 0.201
O -3.6781 4.4133 -1.1677 -0.496
H 1.2322 -3.3222 -1.1860 0.203
O 1.1840 -3.4414 -0.2540 -0.635
H -4.2736 -2.3401 2.6042 0.370
H -3.0971 -2.2619 3.5264 0.326
O -3.8847 -2.6968 3.3248 -0.728
H 1.6290 4.4005 -0.9122 0.272
O 1.1637 4.9605 -0.3145 -0.796
H -2.2213 -0.4731 3.3705 0.114
H -2.6761 0.7017 4.0843 0.174
O -2.7202 0.4624 3.2096 -0.415
H 4.4318 -0.2850 -1.4488 0.335
H 4.4588 -0.2569 -3.2742 0.374
O 3.9868 -0.6767 -2.2831 -0.819
H -0.6308 0.0179 2.9327 0.556
H -0.7584 -1.2859 2.1231 -0.015
O -0.5419 -1.0172 2.9939 -0.229
H -2.4840 -3.3049 5.4620 0.344
H -1.0244 -2.7584 5.5907 0.251
O -1.9066 -2.4326 5.4545 -0.647
H 1.8586 -2.1320 1.9061 0.213
H 1.1260 -1.1978 0.8833 -0.039
O 1.8913 -1.5339 1.1216 -0.061
H -1.4754 0.6845 -4.0403 0.206
H -0.5201 0.3283 -5.1428 0.215
O -0.5140 0.3646 -4.1826 -0.411
H 1.8575 0.7310 0.7333 0.281
H 2.0018 0.1073 2.2084 0.305
O 2.2328 0.9067 1.7738 -0.675
H -1.0315 2.5059 5.6519 0.285
H -1.2559 1.1911 5.1726 0.276
O -1.4370 2.0527 4.8940 -0.561
H -0.0439 -3.2924 -5.0427 0.308
H -1.4493 -3.1687 -5.1057 0.296
O -0.7611 -3.2029 -5.7201 -0.639
H 3.0966 2.4856 -1.9307 0.167
H 2.5203 1.0591 -1.6758 -0.022
O 2.2236 1.9383 -1.9048 -0.158
H 1.6132 -4.1216 4.5386 0.291
O 1.2131 -4.9569 4.1166 -0.639
H 0.3155 -0.4620 -1.2312 -0.201
H 0.2666 0.7736 -0.2208 -0.282
O 0.2370 -0.1185 -0.3127 1.154
H 2.1209 -3.2831 0.0061 0.281
H -1.6335 3.0371 1.3695 0.218
H 0.3708 4.4643 0.0041 0.359
H 4.1970 0.1790 1.1409 0.380
H 0.5640 2.3455 -1.7788 0.095
H 2.0385 -5.0271 3.3955 0.339
O -5.4401 -2.2271 -0.6479 -0.574
H -5.2878 -2.6446 -1.5720 0.346
H -4.6484 -2.5860 -0.3860 0.280
O -1.5354 -3.6623 -2.7779 -0.499
H -2.1812 -4.4414 -2.5389 0.319
H -1.1931 -3.5673 -1.9030 0.190
O 3.4530 4.8676 -2.2981 -0.554
H 3.8777 5.5381 -1.6651 0.325
H 4.0730 4.8886 -2.9372 0.247
O -3.1294 -4.6339 -1.2057 -0.627
H -3.1662 -4.1263 -0.3974 0.160
H -4.0200 -4.1982 -1.2550 0.429
O 4.1423 -2.6258 0.6940 -0.712
H 3.9935 -2.1312 -0.0931 0.212
H 4.1924 -1.8115 1.2258 0.418
O 2.0048 -0.6484 -5.6517 -0.507
H 2.5617 0.1471 -5.7387 0.281
H 2.2336 -1.1783 -6.4661 0.256
O -2.1314 4.2885 -3.8090 -0.648
H -1.4941 4.8849 -3.1798 0.352
H -2.3085 4.8109 -4.6223 0.291

***

Most stable of them? #ii.